Entry 1:
31
Properties=species:S:1:pos:R:3 method="wB97M-V/def2-TZVPD" total_charge=+1 lumo_ev=-4.64 orbital_gap_ev=8.62 multiplicity=1 homo_energy_ev=-13.26 relative_energy_kcal_mol=0.0
Ir 0.24 0.45 -0.43
N -0.90 2.02 0.39
N -1.09 1.81 1.78
C -0.12 0.96 2.37
O 0.09 0.98 3.55
O 0.51 0.20 1.50
H -0.46 2.92 0.21
H -1.81 2.03 -0.07
H -1.31 2.63 2.32
O 0.60 -2.67 -2.86
C 0.28 -1.87 -2.03
O 1.00 -0.78 -1.73
C -1.01 -1.98 -1.26
C -1.86 -3.06 -1.39
C -3.01 -3.09 -0.62
C -3.27 -2.04 0.25
C -2.38 -0.99 0.32
N -1.28 -0.96 -0.43
H -1.59 -3.85 -2.08
H -3.70 -3.92 -0.69
H -4.16 -2.04 0.87
H -2.53 -0.16 1.01
C 3.43 0.80 -1.26
S 2.10 1.86 -0.64
C 2.71 2.17 1.03
H 3.53 -0.08 -0.62
H 4.34 1.38 -1.26
H 3.17 0.49 -2.26
H 3.65 2.71 0.93
H 2.83 1.24 1.57
H 2.00 2.81 1.54


Entry 2:
73
Properties=species:S:1:pos:R:3 method="wB97M-V/def2-TZVPD" lumo_ev=-6.45 orbital_gap_ev=0.92 multiplicity=1 homo_energy_ev=-7.38
C -0.76 0.48 0.60
C -1.07 -0.77 1.48
C -0.19 -0.94 2.73
O 0.96 -1.85 2.57
C 1.85 -1.48 1.62
C 3.08 -2.37 1.36
O 3.83 -1.55 0.39
C 3.44 -0.29 0.37
O 3.58 0.53 -0.51
C 2.68 -0.19 1.81
H -0.22 0.10 -0.27
H -1.62 1.07 0.29
H -0.04 1.16 1.21
H -2.12 -0.74 1.74
H -0.91 -1.63 0.83
H 0.15 0.02 3.13
H -0.81 -1.39 3.49
H 1.46 -1.37 0.58
H 2.78 -3.33 0.95
H 3.81 -2.44 2.20
H 2.13 0.72 2.06
H 3.49 -0.34 2.52
O -1.35 0.94 6.96
Cl -0.48 -0.19 6.86
O -0.96 -1.30 7.63
O 0.86 0.17 7.32
O -0.37 -0.60 5.46
Al 1.54 0.95 0.15
N -4.79 0.18 -2.38
S -5.03 -0.80 -1.16
O -6.31 -0.75 -0.56
O -3.90 -0.97 -0.30
F -5.08 -2.16 -1.98
S -4.73 1.70 -1.98
O -4.85 2.54 -3.14
O -3.78 2.07 -0.99
F -6.12 1.94 -1.26
C 3.52 -1.56 6.58
Br 1.98 -2.60 6.25
Br 5.05 -2.62 6.94
Br 3.88 -0.41 5.06
H 3.31 -0.94 7.45
O -0.60 1.03 -3.76
C 0.27 1.55 -4.41
O 0.05 2.58 -5.26
C 1.26 2.91 -5.97
C 2.39 2.38 -5.09
C 1.74 1.16 -4.45
H 1.23 2.42 -6.95
H 1.30 3.98 -6.11
H 3.30 2.16 -5.65
H 2.64 3.11 -4.32
H 1.85 0.26 -5.06
H 2.11 0.98 -3.44
Cl 5.50 0.75 6.91
C 6.51 1.42 2.95
O 7.40 0.93 2.27
O 6.13 2.62 2.86
O 5.83 0.80 3.80
O 2.14 -5.79 7.25
H 2.35 -6.57 6.72
H 1.17 -5.80 7.31
N -5.46 1.56 -5.77
C -5.91 2.23 -6.86
C -6.08 1.31 -7.90
C -5.72 0.06 -7.40
C -5.33 0.24 -6.07
H -5.24 1.97 -4.87
H -6.08 3.29 -6.82
H -6.43 1.54 -8.89
H -5.72 -0.88 -7.93
H -4.99 -0.46 -5.33
Be 4.53 -2.74 4.19


Entry 3:
71
Properties=species:S:1:pos:R:3 method="wB97M-V/def2-TZVPD" lumo_ev="0.36 / 0.36" orbital_gap_ev="6.23 / 5.15" multiplicity=1 homo_energy_ev="-5.87 / -4.79" relative_energy_kcal_mol=36.6
O -0.89 -0.25 -2.99
C -0.26 -1.01 -3.80
C -0.83 -0.95 -5.12
C -2.22 -0.62 -5.26
H -2.87 -0.61 -4.38
C -2.75 -0.20 -6.48
H -3.83 0.05 -6.58
C -1.89 -0.13 -7.60
H -2.32 0.09 -8.59
C -0.54 -0.48 -7.48
H 0.10 -0.43 -8.36
C -0.01 -0.88 -6.26
H 1.05 -1.08 -6.12
H 0.81 -1.44 -3.50
C 0.14 -3.86 -3.14
C 1.06 -2.78 -2.77
H 0.31 -4.79 -2.58
H 0.16 -4.06 -4.21
H -0.85 -3.49 -2.83
C 1.70 -2.49 -1.63
C 2.28 -3.29 -0.49
H 1.85 -1.39 -1.50
H 2.71 -4.28 -0.75
H 1.49 -3.48 0.25
H 3.05 -2.69 0.01
Ga -0.56 0.68 -1.46
Cl -1.16 -1.03 -0.24
Cl 1.49 1.07 -2.14
C -0.24 -1.94 2.90
O 0.56 -1.02 2.72
N -0.69 -2.36 4.11
C -0.10 -1.84 5.33
C -1.61 -3.48 4.22
H -0.68 -2.50 2.04
H 0.48 -0.95 5.09
H 0.55 -2.59 5.81
H -0.90 -1.59 6.05
H -2.03 -3.67 3.23
H -2.42 -3.24 4.93
H -1.10 -4.39 4.58
H 5.11 2.08 2.92
H 5.00 3.92 1.27
C 4.70 1.36 2.20
C 4.66 3.19 0.52
N 3.98 2.08 1.16
H 4.02 0.66 2.69
C 2.70 1.78 0.84
O 2.00 0.94 1.41
H 3.95 3.66 -0.17
H 2.32 2.37 -0.01
H 5.55 0.82 1.77
H 5.53 2.85 -0.04
O -1.19 2.32 -0.79
C -1.37 2.52 0.49
C -2.46 3.47 0.88
C -3.49 2.78 1.78
C -3.07 2.81 3.23
C -1.97 1.79 3.54
C -0.67 2.09 2.84
N -0.64 1.87 1.38
H -1.97 4.29 1.42
H -2.90 3.84 -0.06
H -4.44 3.30 1.66
H -3.67 1.76 1.44
H -2.71 3.81 3.48
H -3.93 2.58 3.85
H -1.75 1.83 4.62
H -2.27 0.77 3.32
H -0.36 3.13 3.07
H 0.13 1.44 3.20
H 0.16 1.28 1.09


Entry 4:
16
Properties=species:S:1:pos:R:3 method="wB97M-V/def2-TZVPD" lumo_ev=-1.00 orbital_gap_ev=8.96 multiplicity=1 homo_energy_ev=-9.97
C 2.22 0.55 0.02
C 0.98 -0.09 -0.59
C 0.05 -0.63 0.47
F 0.48 -1.89 0.86
N -1.36 -0.80 0.09
I -1.68 -2.08 -1.49
S -2.28 0.56 0.15
O -3.20 0.61 -0.91
O -1.46 1.66 0.51
F -3.11 0.23 1.43
H 2.87 -0.20 0.47
H 1.94 1.26 0.79
H 2.79 1.09 -0.74
H 1.26 -0.91 -1.25
H 0.44 0.64 -1.20
H 0.06 -0.01 1.37


Entry 5:
153
Properties=species:S:1:pos:R:3 method="wB97M-V/def2-TZVPD" lumo_ev=-1.67 orbital_gap_ev=6.48 multiplicity=1 homo_energy_ev=-8.15 smiles="C=CCc1c(P(O)Br)cc(C[C@H](C)I)c2c1Nc1c(CCCCCCCCC)c([C@H](Br)CC)cc(P(=O)(O)O)c1S2.O=C1C=C(O)C(=O)C=C1O.O=C1C=C(O)C(=O)C=C1O.O=C1C=C(O)C(=O)C=C1O.O=C1C=C(O)C(=O)C=C1O.O=C1C=C(O)C(=O)C=C1O"
C -6.90 1.00 1.23
C -7.54 0.94 0.04
C -6.80 1.14 -1.27
C -6.67 -0.24 -1.90
C -7.82 -0.93 -2.34
P -9.56 -0.33 -2.24
O -9.47 1.30 -2.44
Br -10.29 -0.89 -4.28
C -7.69 -2.20 -2.88
C -6.46 -2.83 -3.00
C -6.34 -4.21 -3.61
C -6.57 -4.26 -5.13
C -6.00 -3.07 -5.89
I -8.65 -4.50 -5.65
C -5.34 -2.14 -2.55
C -5.43 -0.86 -2.02
N -4.21 -0.25 -1.63
C -3.39 -0.99 -0.75
C -2.88 -0.44 0.43
C -3.20 1.01 0.74
C -2.64 1.96 -0.35
C -1.38 2.74 0.07
C -0.18 2.43 -0.84
C -0.17 3.19 -2.16
C -1.22 2.77 -3.20
C -1.12 1.32 -3.68
C 0.27 0.91 -4.21
C 0.99 -0.12 -3.30
C -2.07 -1.23 1.25
C -1.53 -0.72 2.57
Br 0.30 -1.37 2.90
C -2.38 -1.21 3.74
C -3.69 -0.42 3.94
C -1.76 -2.53 0.88
C -2.24 -3.08 -0.31
P -1.74 -4.78 -0.60
O -1.56 -5.43 0.72
O -0.44 -4.81 -1.52
O -2.82 -5.56 -1.46
C -3.06 -2.29 -1.12
S -3.72 -2.85 -2.66
H -6.93 0.21 1.98
H -6.27 1.86 1.43
H -8.60 0.71 0.03
H -5.84 1.58 -1.01
H -7.28 1.83 -1.96
H -9.83 1.70 -1.63
H -8.56 -2.75 -3.22
H -7.04 -4.89 -3.13
H -5.35 -4.63 -3.44
H -6.10 -5.16 -5.52
H -4.90 -3.10 -5.86
H -6.28 -3.16 -6.94
H -6.38 -2.12 -5.54
H -4.34 0.70 -1.32
H -4.28 1.13 0.85
H -2.78 1.32 1.69
H -2.35 1.34 -1.20
H -3.43 2.62 -0.71
H -1.58 3.81 -0.04
H -1.11 2.57 1.12
H 0.73 2.69 -0.31
H -0.13 1.35 -1.04
H 0.81 3.02 -2.62
H -0.24 4.27 -2.02
H -2.23 2.96 -2.82
H -1.09 3.41 -4.07
H -1.45 0.60 -2.93
H -1.82 1.23 -4.51
H 0.11 0.40 -5.16
H 0.92 1.77 -4.36
H 0.34 -0.49 -2.51
H 1.31 -0.98 -3.89
H 1.87 0.33 -2.84
H -1.42 0.36 2.58
H -2.62 -2.27 3.60
H -1.81 -1.14 4.66
H -3.80 -0.10 4.97
H -4.57 -1.03 3.71
H -3.75 0.46 3.31
H -1.16 -3.17 1.50
H 0.30 -4.47 -1.00
H -3.42 -5.99 -0.84
O -0.01 1.66 6.35
C 1.20 1.78 6.29
C 2.01 1.25 5.21
C 3.34 1.43 5.24
O 4.16 0.97 4.30
C 4.02 2.16 6.37
O 5.23 2.25 6.34
C 3.20 2.71 7.44
C 1.88 2.53 7.40
O 1.05 2.99 8.34
H 1.51 0.73 4.41
H 5.06 1.23 4.57
H 3.70 3.24 8.24
H 0.16 2.71 8.06
O 3.57 -3.00 11.54
C 3.51 -1.81 11.30
C 2.35 -1.14 10.75
C 2.40 0.18 10.51
O 1.39 0.87 10.00
C 3.64 0.99 10.80
O 3.60 2.18 10.53
C 4.80 0.33 11.37
C 4.74 -0.99 11.61
O 5.75 -1.68 12.13
H 1.47 -1.74 10.55
H 1.70 1.79 9.93
H 5.67 0.93 11.58
H 5.44 -2.60 12.19
O 11.48 1.98 4.50
C 10.75 1.84 5.46
C 11.20 1.46 6.78
C 10.30 1.31 7.76
O 10.62 0.97 9.00
C 8.82 1.53 7.54
O 8.09 1.36 8.50
C 8.37 1.93 6.22
C 9.27 2.08 5.24
O 8.95 2.44 4.01
H 12.26 1.30 6.93
H 9.78 0.94 9.50
H 7.32 2.11 6.08
H 9.79 2.47 3.51
O -0.13 -2.07 -6.66
C 0.16 -1.99 -7.84
C 1.53 -2.01 -8.33
C 1.75 -1.88 -9.65
O 2.96 -1.89 -10.19
C 0.62 -1.73 -10.64
O 0.92 -1.60 -11.81
C -0.74 -1.73 -10.14
C -0.97 -1.85 -8.83
O -2.17 -1.87 -8.28
H 2.32 -2.12 -7.61
H 2.82 -1.78 -11.15
H -1.55 -1.63 -10.86
H -2.04 -1.96 -7.32
O 3.31 -0.31 -6.56
C 4.02 0.65 -6.77
C 5.26 0.92 -6.07
C 5.96 2.02 -6.38
O 7.10 2.35 -5.80
C 5.50 3.00 -7.44
O 6.20 3.98 -7.63
C 4.27 2.71 -8.15
C 3.57 1.61 -7.85
O 2.44 1.27 -8.45
H 5.58 0.22 -5.32
H 7.39 3.19 -6.21
H 3.96 3.41 -8.92
H 2.15 0.44 -8.04


Entry 6:
63
Properties=species:S:1:pos:R:3 method="wB97M-V/def2-TZVPD" lumo_ev=-0.28 orbital_gap_ev=8.96 multiplicity=1 homo_energy_ev=-9.24 relative_energy_kcal_mol=83.8 smiles="NC(N)=O.NC(N)=O.NC(N)=O.NC(N)=O.NC(N)=O.OCCO.OCCO.O"
N -1.21 2.22 -5.60
C -0.24 2.23 -4.65
N -0.59 2.06 -3.42
O 0.90 2.25 -5.00
H -1.00 2.21 -6.59
H -2.17 2.15 -5.31
H 0.03 1.85 -2.64
H -1.59 1.97 -3.33
N -0.38 -1.35 -4.85
C -0.07 -1.88 -3.75
N 1.07 -2.61 -3.73
O -0.73 -1.67 -2.75
H 0.17 -1.61 -5.65
H -1.04 -0.60 -5.02
H 1.30 -3.12 -2.88
H 1.69 -2.64 -4.52
N -3.02 1.04 5.96
C -1.90 0.84 5.28
N -2.10 1.15 4.04
O -0.85 0.47 5.75
H -2.85 1.07 6.95
H -3.73 1.56 5.46
H -1.28 1.06 3.45
H -3.04 1.04 3.70
N 4.11 0.17 -0.15
C 3.86 -1.07 0.21
N 3.12 -1.69 -0.71
O 4.40 -1.61 1.15
H 3.67 0.54 -0.97
H 4.80 0.62 0.43
H 2.82 -2.65 -0.67
H 2.75 -1.26 -1.55
N -1.64 0.86 -0.49
C -1.01 0.07 0.31
N 0.08 -0.39 -0.21
O -1.37 -0.09 1.49
H -1.11 1.08 -1.32
H -2.40 1.47 -0.21
H 0.61 -0.99 0.42
H 0.12 -0.52 -1.21
O 0.61 -3.84 0.83
C 1.65 -3.57 1.73
C 1.28 -4.22 3.11
O 0.53 -5.43 2.98
H 1.01 -4.06 -0.02
H 2.56 -4.07 1.38
H 1.83 -2.51 1.88
H 0.63 -3.54 3.66
H 2.23 -4.40 3.60
H -0.37 -5.12 2.86
O -1.42 5.27 0.06
C -0.47 4.26 -0.17
C 0.05 3.52 1.11
O 1.04 4.25 1.72
H -1.13 6.13 -0.24
H -1.02 3.54 -0.77
H 0.36 4.59 -0.80
H 0.23 2.47 0.87
H -0.75 3.43 1.85
H 1.33 3.73 2.48
O -3.77 -1.32 1.44
H -3.75 -2.27 1.62
H -2.84 -1.07 1.41


Entry 7:
22
Properties=species:S:1:pos:R:3 method="wB97M-V/def2-TZVPD" total_charge=-1 lumo_ev="3.75 / 3.75" orbital_gap_ev="6.74 / 6.51" multiplicity=1 homo_energy_ev="-2.99 / -2.77" relative_energy_kcal_mol=69.9
C 0.46 -0.34 -1.47
C 0.61 -0.59 -2.89
C 1.29 0.17 -0.54
C -0.96 -0.56 -1.12
C -1.47 -1.30 -2.30
C -1.02 0.92 2.16
C 1.59 0.95 2.31
C 0.38 0.41 1.81
O 2.37 0.73 -0.51
O 1.48 -0.39 -3.70
O -0.68 -1.00 -3.45
H -1.04 -1.26 -0.24
H -1.51 0.45 -1.09
H -1.52 -2.43 -2.12
H -2.62 -1.25 -2.62
H -1.13 1.92 1.77
H -1.10 0.93 3.26
H -1.67 0.20 1.77
H 2.35 0.11 2.29
H 2.06 1.84 1.66
H 1.62 1.17 3.36
H 0.49 -0.67 1.67


Entry 8:
23
Properties=species:S:1:pos:R:3 method="wB97M-V/def2-TZVPD" total_charge=+1 lumo_ev=-5.36 orbital_gap_ev=8.30 multiplicity=1 homo_energy_ev=-13.67 smiles="O=NOc1[nH+]c(S(=O)(=O)F)cc2ccccc12"
O -2.20 3.15 -1.99
N -2.34 2.30 -1.25
O -1.74 1.07 -1.85
C -0.99 0.37 -0.99
N -1.26 -0.93 -0.94
C -0.58 -1.82 -0.16
S -1.06 -3.54 -0.25
O -1.66 -3.75 -1.52
O -1.83 -3.92 0.87
F 0.30 -4.33 -0.26
C 0.43 -1.44 0.64
C 0.79 -0.04 0.66
C 1.86 0.42 1.45
C 2.21 1.75 1.48
C 1.47 2.64 0.65
C 0.45 2.23 -0.15
C 0.07 0.86 -0.17
H -2.03 -1.30 -1.51
H 0.98 -2.17 1.24
H 2.39 -0.34 2.04
H 3.04 2.10 2.09
H 1.76 3.69 0.68
H -0.05 3.00 -0.73